25
Properties=species:S:1:pos:R:3:forces:R:3:mulliken_charge:R:1 method="wB97M-V/def2-TZVPD" gap_ha=0.30681 relative_energy_ev=3.648 total_charge=+1 largest_force_ev_per_a=5.32
C -3.4265 0.7241 0.5824 2.297 -0.266 -1.578 -0.234
C -2.5917 0.0696 1.4963 -4.070 2.066 2.122 -0.472
C -2.8552 0.9432 -0.7248 -2.675 -1.760 1.608 -0.776
C -1.3432 -0.2760 1.2444 2.224 -2.598 -1.529 -0.528
C -1.7013 0.2434 -1.0667 2.723 0.297 -0.857 -0.167
C -0.8717 -0.4102 -0.1011 -2.811 1.925 1.189 0.531
C 2.1336 0.2656 0.1929 -2.540 -4.634 0.592 0.830
C 0.9005 -2.1154 -1.2328 1.274 2.062 0.614 -0.522
C 0.3980 -0.9881 -0.3524 4.039 1.278 -0.874 -0.126
C 2.9259 2.4287 -0.2507 0.952 -1.530 1.657 -0.643
N 0.9292 -2.2072 0.2209 1.764 0.671 2.768 -0.042
O 2.9243 -0.3252 0.8589 -0.016 0.192 -0.466 -0.518
O 1.8928 1.3815 -0.2382 -0.665 3.203 -1.724 -0.195
H -4.4273 1.0251 0.8386 -0.079 0.146 -0.053 0.427
H -2.9630 -0.0663 2.5459 0.308 0.145 -1.098 0.298
H -3.6496 1.2676 -1.4127 1.232 0.416 -0.343 0.325
H -0.9223 -0.7570 2.1071 1.160 -0.161 0.007 0.371
H -1.1806 0.3500 -2.0666 -1.296 -0.245 0.877 0.302
H 0.2120 -2.7059 -1.6795 -2.411 -1.818 -1.078 0.347
H 1.8420 -2.1634 -1.7973 -0.163 0.487 0.754 0.228
H 3.8666 1.8793 -0.1749 0.065 0.565 0.312 0.329
H 2.7162 3.1250 0.5294 0.043 0.042 0.950 0.288
H 2.9088 2.9863 -1.1157 -0.529 0.603 -2.324 0.290
H 0.4618 -2.7958 0.9144 -0.622 -0.327 -0.973 0.311
H 1.8206 -1.8791 0.6822 -0.204 -0.760 -0.553 0.346

=====

72
Properties=species:S:1:pos:R:3:forces:R:3:mulliken_charge:R:1 method="wB97M-V/def2-TZVPD" gap_ha=0.31538 largest_force_ev_per_a=12.41
N 1.6668 2.3507 1.6476 -6.673 -9.509 -4.333 -0.605
C 0.9623 1.3441 1.1920 4.399 6.495 2.959 0.197
C 0.0171 0.0732 0.7266 0.608 -0.044 2.016 -0.092
Br -1.5534 0.6483 -0.4425 1.549 -0.306 0.856 -0.061
C 0.8354 -1.2092 0.1276 2.252 -0.008 -0.124 1.473
C 1.7108 -1.8362 1.4058 2.457 -4.077 7.543 -0.092
N 2.1962 -2.4149 2.4783 -4.437 5.705 -10.091 -0.573
C -0.0996 -2.4200 -0.4699 -0.020 0.281 0.236 -0.355
N 0.5021 -3.7251 0.0403 -1.100 0.602 -1.410 -0.625
C 1.9537 -0.8120 -1.0497 2.835 1.274 -3.050 -0.088
C 1.8841 0.5292 -1.9681 1.524 -0.814 -0.411 -0.120
C 2.9351 0.9496 -3.1794 0.814 -5.463 3.129 -0.387
C 4.1152 -0.2214 -3.3750 -3.720 0.530 3.036 -0.375
C 4.0256 -1.4772 -2.3408 -0.841 1.541 -0.605 -0.202
N 3.0514 -1.8011 -1.2633 -0.601 4.674 -3.064 -0.377
H -0.5059 -0.3092 1.7300 1.191 0.977 -2.263 0.167
H -0.0738 -2.3468 -1.6497 -0.330 0.133 2.428 0.106
H -1.1944 -2.2674 -0.0335 2.338 -0.509 -1.010 0.407
H 1.4043 -3.8877 -0.4669 -1.223 0.015 0.513 0.262
H -0.1915 -4.4836 -0.1752 1.215 0.911 0.115 0.269
H 0.9945 1.2870 -1.7529 2.120 -1.790 -0.492 0.124
H 2.8504 1.9100 -3.8438 0.052 -1.925 1.513 0.404
H 4.9523 -0.1253 -4.2121 -1.979 -0.365 2.164 0.291
H 4.9003 -2.2813 -2.4803 -2.297 1.882 0.523 0.261
C -1.2750 -0.1140 4.4097 -0.104 -0.185 -0.383 -1.230
C -1.7881 1.3142 4.3172 0.351 -0.201 0.692 0.476
C -0.8539 2.2853 5.0214 0.107 0.355 -0.149 -1.334
O -3.0822 1.3904 4.9094 -0.322 0.020 0.045 -0.598
H -1.2062 -0.4389 5.4539 0.092 0.086 -0.081 0.417
H -1.9636 -0.8033 3.9093 0.086 0.069 0.092 0.283
H -0.2871 -0.2091 3.9483 0.031 -0.029 0.154 0.359
H -1.8919 1.6007 3.2649 -0.220 0.036 0.139 0.221
H -0.7702 2.0455 6.0873 0.024 -0.139 -0.104 0.346
H -1.2421 3.3076 4.9574 0.063 -0.151 -0.073 0.336
H 0.1466 2.2621 4.5783 -0.083 0.020 0.076 0.355
H -2.9998 1.1376 5.8441 0.038 0.115 -0.439 0.363
C 1.0898 5.2144 -3.5538 -0.027 -0.096 0.336 -1.155
C 2.3851 5.2687 -4.3480 -0.587 0.258 -0.227 0.390
C 2.3672 6.4026 -5.3607 0.299 0.186 -0.114 -1.297
O 2.5742 4.0307 -5.0284 0.082 -0.452 -0.121 -0.526
H 0.2327 5.0385 -4.2135 0.090 0.137 -0.045 0.335
H 1.1121 4.3860 -2.8375 0.059 0.157 -0.034 0.224
H 0.9234 6.1471 -3.0059 -0.027 -0.127 -0.058 0.367
H 3.2310 5.3993 -3.6642 -0.046 -0.224 -0.175 0.270
H 1.5553 6.2688 -6.0845 -0.047 0.005 0.164 0.348
H 3.3007 6.4218 -5.9334 -0.100 0.015 0.155 0.322
H 2.2390 7.3709 -4.8669 -0.008 -0.101 -0.090 0.374
H 1.8277 3.9064 -5.6379 0.310 0.115 0.259 0.336
C -3.2626 -4.5453 7.0279 0.269 -0.249 0.112 -1.423
C -3.0149 -3.1193 6.5625 -0.643 -0.227 -0.060 0.476
C -4.0985 -2.1771 7.0622 0.052 0.334 0.138 -0.998
O -2.9807 -3.0865 5.1380 0.039 0.018 -0.253 -0.511
H -4.2160 -4.9234 6.6421 -0.009 0.148 0.088 0.353
H -2.4818 -5.2143 6.6506 -0.061 0.150 0.096 0.341
H -3.2788 -4.6067 8.1205 -0.031 -0.035 -0.112 0.372
H -2.0373 -2.7794 6.9216 -0.061 -0.030 -0.267 0.275
H -5.0816 -2.4712 6.6776 0.093 -0.096 0.080 0.326
H -3.9139 -1.1566 6.7093 0.022 -0.143 0.054 0.107
H -4.1397 -2.1675 8.1558 -0.046 0.005 -0.107 0.375
H -3.8448 -3.3868 4.8103 0.373 0.131 0.197 0.336
C -0.3973 -2.1982 -6.2976 -0.279 -0.206 -0.160 -1.397
C -0.4865 -1.5478 -4.9263 0.561 0.108 -0.398 0.302
C 0.3475 -0.2782 -4.8597 -0.219 0.247 0.122 -0.847
O -0.0283 -2.4661 -3.9373 0.055 -0.224 0.250 -0.534
H 0.6351 -2.4828 -6.5299 -0.025 0.166 0.043 0.359
H -0.9924 -3.1173 -6.3270 0.021 0.173 0.011 0.349
H -0.7577 -1.5222 -7.0793 0.068 -0.089 0.055 0.379
H -1.5319 -1.3139 -4.6970 0.150 -0.181 0.148 0.303
H 1.4063 -0.4948 -5.0411 -0.130 -0.037 -0.054 0.276
H 0.2836 0.1723 -3.8633 -0.084 -0.122 -0.275 0.030
H 0.0094 0.4553 -5.5983 0.037 -0.055 0.024 0.435
H 0.8993 -2.6795 -4.1329 -0.346 0.137 0.070 0.330

=====

16
Properties=species:S:1:pos:R:3:forces:R:3:mulliken_charge:R:1 method="wB97M-V/def2-TZVPD" gap_ha=0.47463 relative_energy_ev=0.234 largest_force_ev_per_a=1.25
C 1.3418 0.9741 1.9058 0.553 -0.165 -0.747 -0.715
C 1.1202 1.9924 0.7696 -0.607 0.682 0.849 -0.802
H 0.6326 1.0615 2.7225 0.137 0.231 0.163 0.265
H 1.2774 -0.0580 1.5490 -0.131 0.117 -0.059 0.202
H 2.3763 1.0968 2.2332 -0.219 -0.131 0.489 0.261
H 1.8542 2.8016 0.8196 0.207 -0.312 -0.229 0.299
H 1.1124 1.5391 -0.2092 0.119 -0.048 -0.300 0.236
H 0.1811 2.5444 0.9051 -0.071 -0.390 -0.175 0.258
C -1.6929 -1.2086 -1.8771 0.019 -0.004 0.172 -0.816
C -0.7615 -1.7849 -0.8240 0.502 -0.030 0.714 -0.720
H -1.6882 -0.1201 -1.8969 0.020 0.044 0.121 0.270
H -1.3837 -1.5485 -2.8557 -0.026 -0.024 -0.347 0.264
H -2.7201 -1.5257 -1.7118 -0.064 -0.076 -0.072 0.266
H 0.1496 -1.1963 -0.6719 -0.170 0.122 -0.159 0.137
H -0.4029 -2.7785 -1.0649 -0.081 -0.284 -0.314 0.324
H -1.2091 -1.8998 0.1669 -0.187 0.268 -0.107 0.273

=====

42
Properties=species:S:1:pos:R:3:forces:R:3:lowdin_spin:R:1 method="wB97M-V/def2-TZVPD" gap_ha="0.16568 / 0.17800" total_charge=-2 s_squared=0.76 largest_force_ev_per_a=0.70 spin_multiplicity=2
Hg 0.3394 -0.3727 0.7483 0.372 -0.447 0.029 0.006
Se 2.1601 -1.7139 -0.3179 -0.183 -0.053 -0.508 0.057
Se 3.7434 -1.3416 1.3627 0.185 -0.009 0.278 0.355
Te 2.4625 0.7476 3.5007 0.081 0.029 -0.013 0.512
Se 0.0690 -0.0257 3.2279 -0.288 0.172 0.485 0.071
C -2.2892 -1.5169 -2.1002 -0.132 0.087 0.076 0.000
C -2.8505 -0.8801 -0.8713 -0.125 0.075 -0.058 0.000
N -2.1859 -0.6578 0.2292 0.026 0.218 0.388 -0.002
C -3.0517 -0.0369 1.1128 0.044 -0.153 -0.077 0.000
C -4.2734 0.1028 0.5356 0.114 -0.121 -0.208 0.000
N -4.1353 -0.4319 -0.7428 -0.045 0.177 0.137 0.000
C -5.1837 -0.5618 -1.7287 0.062 0.169 0.211 0.000
N -6.0405 0.5923 -1.7785 0.349 -0.445 -0.058 0.000
N -7.2318 0.5704 -1.1457 0.123 -0.078 -0.054 0.000
N -7.8135 1.6904 -1.3145 -0.158 0.467 -0.080 0.000
C -6.9901 2.5019 -2.0798 -0.279 -0.067 0.173 0.000
C -7.1616 3.8078 -2.5443 -0.087 0.199 -0.039 0.000
C -6.1503 4.3390 -3.3077 0.022 -0.002 0.000 0.000
C -4.9843 3.5982 -3.6181 -0.168 0.054 -0.020 0.000
C -4.8045 2.3134 -3.1726 -0.154 -0.278 -0.016 0.000
C -5.8397 1.7944 -2.3849 0.089 0.014 -0.127 0.000
H -1.3236 -1.9482 -1.8453 0.017 -0.002 0.022 0.000
H -2.1302 -0.7644 -2.8757 -0.017 0.007 -0.026 0.000
H -2.9410 -2.3075 -2.4860 0.069 0.047 0.040 0.000
H -2.7188 0.2603 2.1012 -0.033 -0.033 -0.222 0.000
H -5.1974 0.5485 0.8761 0.158 -0.070 -0.099 0.000
H -5.8206 -1.4094 -1.5023 -0.179 -0.141 0.039 0.000
H -4.7168 -0.7105 -2.6948 0.060 0.018 -0.192 0.000
H -8.0527 4.3747 -2.2996 0.073 -0.047 -0.003 0.000
H -6.2385 5.3565 -3.6698 0.025 -0.031 0.000 0.000
H -4.2049 4.0580 -4.2141 -0.013 -0.007 0.049 0.000
H -3.8888 1.7636 -3.3764 -0.445 0.130 -0.044 0.000
N -1.1636 3.0340 1.4209 -0.163 0.061 0.283 0.000
C -0.9791 2.5095 0.1771 0.143 -0.053 -0.250 0.000
O 0.0787 1.8999 -0.0566 -0.347 0.198 -0.575 0.001
C -2.0191 2.7318 -0.8117 -0.287 0.044 -0.199 0.000
C -3.2252 3.4119 -0.4799 0.085 -0.098 -0.091 0.000
N -4.2171 3.9541 -0.2045 0.427 -0.198 -0.013 0.000
C -1.9188 2.1982 -2.1230 0.274 0.075 0.590 0.000
N -1.9107 1.7580 -3.1975 0.387 0.071 0.194 0.000
H -0.5694 2.6131 2.1290 -0.055 -0.029 -0.049 0.001
H -2.1046 3.2530 1.7036 -0.024 0.053 0.030 0.000

=====

Table of M (g/mol), in record order: 178.21, 505.50, 60.14, 886.39